Entry 1:
Entry from OMol25: C4H5NO in the gas phase at a distorted geometry (ωB97M-V with the def2-TZVPD basis set).

Each line ends with the Mulliken charge.
Cartesian coordinates (Å):
C: -0.092 1.130 0.395  0.19
C: -0.398 -0.271 1.040  -0.34
C: -0.087 -1.255 -0.098  -0.32
C: 0.390 -0.531 -1.090  -0.38
H: -1.414 -0.254 1.400  0.27
H: 0.185 -0.425 1.945  0.28
H: -0.266 -2.329 -0.114  0.36
H: 0.821 -0.789 -2.041  0.39
H: 0.667 1.619 -1.463  0.22
N: 0.326 0.864 -0.906  -0.05
O: -0.131 2.242 0.932  -0.62

The spin multiplicity is 1. As for the energy above the lowest of the compared OMol25 structures with the same formula, charge and spin: 5.3 kcal/mol. The total energy comes out at -7766.2945 eV. The HOMO energy comes out at -8.8 eV. As for the SMILES: O=C1CC=CN1. The calculation puts the HOMO-LUMO gap at 0.3589 Ha. The value obtained for the LUMO energy is 0.9 eV.



Entry 2:
Entry from OMol25: a molecular structure, C4H5NO at a distorted geometry (ωB97M-V with the def2-TZVPD basis set).

Each line ends with the Mulliken charge.
Cartesian coordinates (Å):
C: -0.938 -0.322 -0.475  -0.85
C: 0.366 -0.053 -0.158  0.77
C: -1.399 0.271 0.726  0.65
C: 1.682 -0.276 -0.792  -1.02
N: -2.336 0.588 1.427  -0.55
O: 0.267 0.546 1.032  -0.49
H: -1.473 -0.786 -1.275  0.32
H: 2.115 -1.209 -0.429  0.27
H: 2.353 0.531 -0.502  0.31
H: 1.592 -0.337 -1.873  0.31
H: -2.231 1.047 2.317  0.29

The spin multiplicity is 1. As for the energy above the lowest of the compared OMol25 structures with the same formula, charge and spin: 47.8 kcal/mol. The total energy comes out at -7764.4556 eV. The HOMO energy comes out at -8.7 eV. The calculation puts the HOMO-LUMO gap at 0.3576 Ha. The value obtained for the LUMO energy is 1.0 eV.



Entry 3:
Entry from OMol25: C4H5NO in the gas phase at a distorted geometry (ωB97M-V with the def2-TZVPD basis set).

Each line ends with the Mulliken charge.
Cartesian coordinates (Å):
O: -0.740 0.457 -1.756  -0.45
C: -1.287 -0.044 -0.806  0.02
C: -0.519 -0.626 0.363  -0.49
C: 0.702 0.248 0.711  -0.42
C: 1.555 0.594 -0.434  0.29
N: 2.319 0.910 -1.241  -0.43
H: -2.391 -0.081 -0.754  0.35
H: -0.180 -1.634 0.087  0.27
H: -1.186 -0.748 1.225  0.32
H: 1.343 -0.266 1.432  0.28
H: 0.385 1.191 1.173  0.26

The spin multiplicity is 1. As for the energy above the lowest of the compared OMol25 structures with the same formula, charge and spin: 19.9 kcal/mol. The total energy comes out at -7765.6634 eV. The HOMO energy comes out at -10.1 eV. As for the SMILES: N#CCCC=O. The calculation puts the HOMO-LUMO gap at 0.3917 Ha. The value obtained for the LUMO energy is 0.5 eV.



Entry 4:
Entry from OMol25: C4H5NO in the gas phase at a distorted geometry (ωB97M-V with the def2-TZVPD basis set).

Each line ends with the Mulliken charge.
Cartesian coordinates (Å):
C: -0.744 -1.059 0.836  -1.11
C: 0.304 -0.020 0.459  -0.33
C: 0.086 0.451 -0.947  0.52
O: -0.606 -0.104 -1.763  -0.49
C: 0.873 1.647 -1.325  0.16
N: 1.512 2.564 -1.618  -0.34
H: -1.736 -0.592 0.866  0.30
H: -0.799 -1.854 0.089  0.30
H: -0.543 -1.494 1.816  0.35
H: 0.303 0.836 1.146  0.34
H: 1.349 -0.374 0.440  0.29

The spin multiplicity is 1. As for the energy above the lowest of the compared OMol25 structures with the same formula, charge and spin: 16.9 kcal/mol. The total energy comes out at -7765.7954 eV. The HOMO energy comes out at -11.2 eV. As for the SMILES: CCC(=O)C#N. The calculation puts the HOMO-LUMO gap at 0.4024 Ha. The value obtained for the LUMO energy is -0.2 eV.



Entry 5:
Entry from OMol25: C4H5NO2 in the gas phase (ωB97M-V with the def2-TZVPD basis set).

Each line ends with the Mulliken charge.
Cartesian coordinates (Å):
O: 0.759 -1.401 2.631  -0.43
C: -0.191 -1.353 1.898  -0.11
C: -0.223 -0.634 0.547  0.77
O: -1.100 -1.017 -0.253  -0.63
N: 0.706 0.285 0.355  -0.48
C: 0.390 1.383 -0.592  -0.28
C: 0.040 0.444 -1.615  -0.19
H: -1.146 -1.870 2.119  0.33
H: 1.312 1.944 -0.751  0.25
H: -0.423 2.035 -0.259  0.24
H: -0.958 0.323 -2.013  0.23
H: 0.834 -0.140 -2.067  0.29

The spin multiplicity is 1. As for the energy above the lowest of the compared OMol25 structures with the same formula, charge and spin: 92.4 kcal/mol. The total energy comes out at -9810.3072 eV. The HOMO energy (spin up / spin down) comes out at -9.5 / -9.5 eV. The calculation puts the HOMO-LUMO gap (spin up / spin down) at 0.3137 / 0.3138 Ha. The value obtained for the LUMO energy (spin up / spin down) is -0.9 / -0.9 eV.



Entry 6:
Entry from OMol25: C4H5NO2 in the gas phase (ωB97M-V with the def2-TZVPD basis set).

Each line ends with the Mulliken charge.
Cartesian coordinates (Å):
C: -1.787 -0.643 0.177  -1.17
C: -0.586 0.200 0.124  0.16
C: 0.223 1.175 -0.002  0.66
O: 0.576 2.411 -0.330  -0.49
N: 0.895 0.045 0.611  -0.47
C: 1.641 -0.822 -0.220  0.18
O: 1.160 -1.653 -0.951  -0.47
H: -1.634 -1.552 -0.413  0.30
H: -2.006 -0.931 1.211  0.30
H: -2.646 -0.097 -0.224  0.29
H: 1.435 2.596 0.077  0.36
H: 2.731 -0.728 -0.061  0.35

The spin multiplicity is 1. As for the energy above the lowest of the compared OMol25 structures with the same formula, charge and spin: 85.9 kcal/mol. The total energy comes out at -9810.5904 eV. The HOMO energy comes out at -8.4 eV. As for the SMILES: CC1=C(O)N1C=O. The calculation puts the HOMO-LUMO gap at 0.3248 Ha. The value obtained for the LUMO energy is 0.5 eV.



Entry 7:
Entry from OMol25: C4H5NO2 in the gas phase at a distorted geometry (ωB97M-V with the def2-TZVPD basis set).

Each line ends with the Mulliken charge.
Cartesian coordinates (Å):
C: -0.171 1.116 0.255  -0.66
C: -0.692 -0.278 -0.018  0.80
C: -0.241 -1.370 0.614  -0.93
O: -1.676 -0.356 -0.981  -0.49
N: 0.826 1.522 -0.748  -0.40
C: 1.844 0.946 -0.667  0.69
O: 2.855 0.354 -0.568  -0.45
H: -1.899 -1.291 -1.130  0.31
H: 0.235 1.197 1.273  0.34
H: -1.009 1.822 0.212  0.31
H: 0.547 -1.300 1.359  0.24
H: -0.618 -2.363 0.398  0.23

The spin multiplicity is 1. As for the energy above the lowest of the compared OMol25 structures with the same formula, charge and spin: 28.7 kcal/mol. The total energy comes out at -9813.0719 eV. The HOMO energy comes out at -9.5 eV. As for the SMILES: C=C(O)CN=C=O. The calculation puts the HOMO-LUMO gap at 0.3720 Ha. The value obtained for the LUMO energy is 0.7 eV.



Entry 8:
Entry from OMol25: 2 unconnected molecules or ions with the total composition C4H5NO2 at a distorted geometry (ωB97M-V with the def2-TZVPD basis set).

Each line ends with the Mulliken charge.
Cartesian coordinates (Å):
O: -2.572 0.377 0.610  -0.45
C: -1.862 -0.381 0.001  -0.07
C: -0.415 -0.075 -0.385  0.64
C: 0.172 1.178 0.061  -0.84
N: 2.411 -0.369 1.057  -0.44
C: 2.076 -1.156 0.283  0.16
O: 0.129 -0.894 -1.095  -0.57
H: -2.158 -1.395 -0.327  0.35
H: -0.775 1.524 -0.500  0.26
H: 0.955 1.687 -0.496  0.33
H: 0.124 1.542 1.090  0.32
H: 1.914 -2.036 -0.298  0.30

The spin multiplicity is 1. As for the energy above the lowest of the compared OMol25 structures with the same formula, charge and spin: 68.2 kcal/mol. The total energy comes out at -9811.3563 eV. The HOMO energy comes out at -10.2 eV. As for the SMILES: CC(=O)C=O.C#N. The calculation puts the HOMO-LUMO gap at 0.3514 Ha. The value obtained for the LUMO energy is -0.6 eV.



Entry 9:
Entry from OMol25: C4H5NO2 in the gas phase at a distorted geometry (ωB97M-V with the def2-TZVPD basis set).

Each line ends with the Mulliken charge.
Cartesian coordinates (Å):
C: 1.312 -1.878 -0.386  0.57
C: 0.132 -0.010 0.178  0.73
C: -0.173 -1.891 -0.958  -0.35
C: 0.351 1.423 0.622  -1.20
N: -0.782 -0.663 -0.395  -0.58
O: 2.177 -2.683 -0.447  -0.54
O: 1.351 -0.689 0.214  -0.32
H: -0.178 -1.694 -1.939  0.33
H: -0.744 -2.684 -0.520  0.29
H: 1.321 1.643 0.393  0.39
H: 0.275 1.413 1.622  0.34
H: -0.349 2.037 0.122  0.34

The spin multiplicity is 1. As for the energy above the lowest of the compared OMol25 structures with the same formula, charge and spin: 24.1 kcal/mol. The total energy comes out at -9813.2680 eV. The HOMO energy comes out at -10.1 eV. As for the SMILES: CC1=NCC(=O)O1. The calculation puts the HOMO-LUMO gap at 0.4016 Ha. The value obtained for the LUMO energy is 0.8 eV.



Entry 10:
Entry from OMol25: 2 unconnected molecules or ions with the total composition C4H5NO2 at a distorted geometry (ωB97M-V with the def2-TZVPD basis set).

Each line ends with the Mulliken charge.
Cartesian coordinates (Å):
O: 0.749 -1.331 2.434  -0.45
C: 1.259 -0.868 1.443  -0.01
C: 0.479 -0.542 0.167  0.65
C: -1.015 -0.704 0.204  -0.93
N: -1.334 2.432 -1.621  -0.39
C: -0.231 2.157 -1.827  0.11
O: 1.137 -0.170 -0.784  -0.53
H: 2.342 -0.662 1.348  0.35
H: -1.335 -1.364 1.019  0.33
H: -1.369 -1.056 -0.768  0.30
H: -1.458 0.288 0.364  0.28
H: 0.776 1.820 -1.978  0.30

The spin multiplicity is 1. As for the energy above the lowest of the compared OMol25 structures with the same formula, charge and spin: 40.2 kcal/mol. The total energy comes out at -9812.5717 eV. The HOMO energy comes out at -10.2 eV. As for the SMILES: CC(=O)C=O.C#N. The calculation puts the HOMO-LUMO gap at 0.3457 Ha. The value obtained for the LUMO energy is -0.8 eV.



- What is the formula in the fourth record?
  C4H5NO



- The lowest total energy belongs to which entry?
  number 9